[1]
DFT (ωB97M-V/def2-TZVPD) results for 3 unconnected molecules or ions with the total composition C34H66BFN2O8 at a distorted geometry.

```
112
Properties=species:S:1:pos:R:3:forces:R:3
C 4.861 -2.096 0.221 -0.70 -0.21 -0.38
C 3.215 -2.232 0.039 0.71 -0.64 -0.38
O 2.634 -3.230 0.965 -1.15 0.65 -1.93
C 1.319 -3.718 0.430 0.25 -0.71 1.39
C 1.575 -5.252 -0.080 -0.14 0.19 0.71
C 0.439 -5.854 -1.097 1.71 -1.63 -0.09
C 0.844 -5.542 -2.670 0.59 0.20 -0.03
C 1.167 -3.968 -2.989 -0.04 -0.68 -1.66
F 2.142 -6.282 -2.894 -2.73 1.79 0.37
O 0.750 -7.321 -1.030 -3.09 -1.45 -1.36
C -0.484 -8.109 -1.356 -0.11 -1.64 -1.92
O -0.594 -9.235 -2.094 0.79 8.03 5.70
O -1.523 -7.296 -0.703 2.68 -2.35 -2.33
C -1.149 -5.843 -0.659 -0.62 -1.32 0.51
C -1.518 -5.516 0.940 -0.04 0.08 -0.03
C -2.155 -4.025 1.172 0.08 0.00 1.76
C -3.799 -4.150 1.335 0.70 -0.60 -0.82
C -4.623 -2.829 0.822 -0.89 -0.18 0.59
C -3.850 -1.400 1.043 0.20 -0.18 -0.19
O -4.820 -0.288 0.891 0.71 -1.50 -1.95
C -5.034 0.050 -0.530 0.38 -0.13 -0.86
B -2.266 -5.242 -1.757 -1.55 -0.19 -0.80
C -2.297 -3.695 -2.308 -0.51 0.12 -0.59
O -3.327 -6.161 -2.287 0.56 2.95 2.25
H 5.161 -1.131 -0.411 -0.46 -2.11 1.52
H 5.195 -2.018 1.353 -0.82 0.01 -2.43
H 5.374 -3.062 -0.255 -1.14 2.19 1.08
H 2.643 -1.226 0.227 1.25 -1.73 -0.65
H 3.054 -2.673 -1.052 0.22 1.38 2.09
H 0.615 -3.775 1.389 1.38 0.32 -2.24
H 0.858 -2.993 -0.365 0.99 -1.35 1.47
H 2.681 -5.332 -0.515 -2.67 0.13 0.60
H 1.561 -5.937 0.897 0.03 1.44 -2.25
H 0.089 -6.038 -3.451 1.57 1.08 1.87
H 1.029 -3.832 -4.167 0.36 -0.25 2.56
H 2.304 -3.784 -2.778 -2.36 -0.24 -0.12
H 0.440 -3.196 -2.494 1.58 -1.68 -0.73
H -2.352 -6.307 1.259 1.90 1.68 -0.91
H -0.581 -5.738 1.645 -1.97 0.60 -1.77
H -1.811 -3.207 0.410 -0.72 -1.81 1.29
H -1.765 -3.658 2.239 -0.71 -0.63 -2.38
H -4.003 -4.452 2.457 0.24 0.86 -2.29
H -4.103 -5.105 0.688 0.36 2.11 1.32
H -4.982 -2.970 -0.306 1.05 0.38 2.39
H -5.634 -2.769 1.454 2.21 -0.02 -1.36
H -2.966 -1.253 0.261 -1.79 -0.35 1.54
H -3.373 -1.313 2.131 -1.26 -0.21 -2.34
H -6.012 0.716 -0.686 2.33 -1.40 0.73
H -5.166 -0.908 -1.229 0.25 1.92 1.63
H -4.056 0.609 -0.891 -2.10 -0.90 0.48
H -2.000 -3.717 -3.464 -0.61 0.11 2.43
H -3.439 -3.351 -2.271 2.49 -0.41 -0.07
H -1.595 -2.947 -1.744 -1.49 -1.31 -1.13
H -4.245 -5.734 -2.153 2.24 -0.81 -0.75
C -5.490 5.725 4.981 -0.31 -0.01 0.01
C -4.291 5.103 4.212 -0.07 1.59 1.07
C -4.152 5.778 2.819 -0.04 -0.31 -0.15
C -5.221 5.341 1.822 -0.18 -0.08 0.12
C -5.290 3.818 1.721 0.29 0.24 0.17
C -5.447 3.117 3.098 -1.73 -1.09 -0.34
N -4.466 3.614 4.119 4.23 -0.93 -2.60
O -3.212 3.055 3.811 -3.32 1.27 1.24
C -6.895 3.309 3.622 -0.11 0.26 0.09
C -5.348 1.573 2.871 0.82 0.52 0.34
C -3.049 5.510 5.072 0.17 -0.71 -0.32
H -5.201 6.638 5.516 0.19 -0.22 -0.21
H -6.311 6.025 4.326 0.02 -0.17 0.04
H -5.882 5.037 5.739 0.08 0.05 -0.21
H -3.169 5.549 2.389 -0.05 -0.11 0.22
H -4.195 6.870 2.926 0.05 -0.21 0.26
H -6.203 5.742 2.105 0.12 -0.03 0.01
H -4.995 5.759 0.836 -0.03 0.00 0.07
H -6.122 3.543 1.061 0.05 -0.16 0.29
H -4.378 3.467 1.225 0.01 -0.12 0.22
H -7.003 2.912 4.639 0.12 0.10 -0.18
H -7.616 2.775 2.990 0.37 -0.01 0.02
H -7.228 4.346 3.622 0.09 0.00 0.09
H -4.413 1.275 2.382 -0.30 0.33 0.37
H -6.157 1.217 2.220 0.12 0.41 0.20
H -5.427 1.028 3.820 0.03 0.18 -0.08
H -3.101 5.065 6.074 -0.04 0.01 -0.22
H -2.998 6.599 5.197 -0.35 -0.22 -0.16
H -2.099 5.216 4.614 -0.29 -0.18 0.05
C 6.143 4.893 -2.730 0.19 0.08 -0.25
C 5.796 3.639 -1.880 -0.29 1.90 0.40
C 6.925 3.375 -0.846 0.05 -0.32 -0.13
C 8.194 2.797 -1.465 -0.01 0.06 -0.22
C 7.883 1.562 -2.308 -0.22 0.19 0.28
C 6.769 1.802 -3.363 1.09 -0.54 -1.63
N 5.554 2.465 -2.786 -0.97 -3.42 3.64
O 4.850 1.494 -2.048 1.50 2.60 -2.25
C 7.330 2.656 -4.531 0.07 0.26 -0.01
C 6.442 0.433 -4.044 -0.54 0.08 0.57
C 4.512 4.068 -1.096 -0.08 -0.79 -0.14
H 5.828 5.820 -2.236 -0.02 -0.35 0.10
H 7.215 5.011 -2.902 -0.10 -0.12 -0.09
H 5.633 4.875 -3.700 0.11 -0.10 0.17
H 6.571 2.676 -0.077 -0.16 0.05 -0.18
H 7.180 4.306 -0.323 -0.28 -0.04 -0.19
H 8.704 3.551 -2.079 -0.09 -0.06 0.07
H 8.898 2.527 -0.672 -0.04 0.05 -0.06
H 8.804 1.227 -2.800 -0.30 0.02 -0.16
H 7.588 0.751 -1.631 -0.20 0.03 -0.14
H 6.537 2.926 -5.239 0.09 -0.05 0.21
H 8.089 2.100 -5.097 -0.24 -0.09 0.26
H 7.826 3.570 -4.209 -0.13 0.00 0.04
H 6.143 -0.338 -3.324 -0.08 0.33 -0.06
H 7.319 0.032 -4.568 -0.03 0.40 0.17
H 5.639 0.540 -4.784 0.11 0.05 0.19
H 3.682 4.275 -1.782 0.19 -0.10 0.07
H 4.694 4.979 -0.513 0.27 -0.16 -0.31
H 4.181 3.312 -0.375 0.10 -0.03 -0.32
```
Positions in Å, forces in eV/Å.

Properties
Spin multiplicity = 3
LUMO level (spin up / spin down) = 0.190 / -0.460 eV
E_HOMO (spin up / spin down) = -9.04 / -9.60 eV
HOMO-LUMO gap (spin up / spin down) = 9.234 / 9.143 eV


[2]
DFT (ωB97M-V/def2-TZVPD) results for 5 unconnected molecules or ions with the total composition C34H66BN2O9 at a distorted geometry.

```
112
Properties=species:S:1:pos:R:3:forces:R:3
C 3.027 -1.278 -1.617 0.37 -0.67 0.28
C 2.645 -1.109 -3.202 1.06 -1.09 0.23
B 2.134 0.391 -3.642 -1.84 3.06 0.94
O 2.314 0.766 -5.087 -2.23 -0.87 0.52
N 1.459 1.418 -2.751 2.46 -1.42 -1.10
C 2.453 2.316 -2.048 -0.08 -0.89 -0.55
C 2.226 3.923 -2.284 0.33 0.19 -0.07
C 1.123 4.619 -1.284 -0.03 1.01 -0.28
C -0.194 5.220 -2.115 -0.08 -0.48 1.15
C -1.423 4.089 -2.176 0.74 -0.46 -0.64
C -2.261 4.134 -3.600 0.98 0.68 -0.04
C -3.406 5.304 -3.677 -0.38 0.00 -0.29
C -4.743 5.024 -2.758 0.14 0.30 0.14
C -5.785 3.931 -3.402 -0.59 -0.04 -0.78
C -7.380 4.273 -3.136 0.36 0.46 0.38
C -7.882 3.741 -1.639 -0.22 1.25 -0.25
C -9.161 2.717 -1.697 0.44 0.33 0.66
N -8.849 1.328 -2.211 1.03 -5.19 -1.31
C -8.840 0.831 -3.666 0.95 -4.08 1.73
C -8.485 -0.788 -3.732 -0.44 3.48 4.38
C -8.255 -1.280 -2.155 -1.69 6.23 -1.98
C -8.522 0.117 -1.313 0.46 -2.91 -3.38
H 4.061 -0.749 -1.346 -2.42 -0.86 -0.57
H 3.200 -2.425 -1.367 -0.31 2.13 -0.53
H 2.166 -0.919 -0.899 1.77 -0.38 -1.58
H 1.847 -1.948 -3.463 1.53 1.76 0.37
H 3.621 -1.359 -3.833 -1.94 0.25 1.18
H 1.418 1.144 -5.398 2.34 -0.41 1.17
H 3.535 2.063 -2.468 -1.65 0.84 1.09
H 2.463 2.083 -0.883 0.10 0.88 -2.23
H 3.296 4.433 -2.148 -2.22 -0.83 -0.01
H 1.905 4.185 -3.401 0.66 -0.94 2.27
H 1.661 5.557 -0.779 -1.22 -1.96 -0.87
H 0.729 3.917 -0.426 0.97 1.20 -1.74
H -0.574 6.166 -1.494 0.73 -1.82 -1.64
H 0.181 5.510 -3.190 -0.97 -0.42 2.08
H -2.138 4.194 -1.256 1.29 -0.07 -1.66
H -0.903 3.020 -2.109 -1.02 2.22 -0.22
H -2.664 3.059 -3.857 0.50 2.21 0.52
H -1.452 4.408 -4.433 -1.76 -0.75 1.72
H -2.991 6.372 -3.358 -0.57 -2.41 -0.56
H -3.736 5.427 -4.815 0.53 -0.29 2.37
H -4.391 4.671 -1.687 -0.76 0.77 -2.12
H -5.280 6.083 -2.637 0.92 -2.36 -0.20
H -5.618 2.831 -3.010 -0.07 2.24 -0.85
H -5.633 3.943 -4.580 -0.21 -0.14 2.45
H -8.081 3.853 -3.992 1.55 0.62 1.78
H -7.495 5.456 -3.173 0.17 -2.48 0.09
H -8.259 4.727 -1.082 0.63 -2.28 -0.97
H -6.967 3.347 -1.006 -1.95 0.48 -1.39
H -9.965 3.179 -2.411 1.40 -0.91 1.55
H -9.557 2.573 -0.580 0.62 0.35 -2.63
H -9.081 1.472 -4.631 0.56 -1.20 2.70
H -8.404 -1.482 -4.672 -0.23 1.84 1.98
H -8.007 -2.363 -1.759 -0.61 2.75 -0.80
H -8.459 0.047 -0.145 -0.31 1.02 -2.58
O 4.395 2.178 0.496 0.37 2.04 1.97
C 4.636 3.079 1.297 -0.29 -1.61 -1.70
O 3.717 4.040 1.543 -0.42 -0.17 0.10
C 3.820 5.019 2.593 0.12 0.01 -0.21
C 4.628 6.218 2.135 0.18 0.04 -0.15
C 5.987 3.187 1.942 0.25 -0.33 0.66
H 4.211 4.573 3.512 0.08 -0.01 -0.13
H 2.798 5.341 2.817 0.09 -0.27 -0.23
H 5.656 5.941 1.890 -0.07 0.01 0.12
H 4.653 6.985 2.914 -0.02 -0.05 -0.04
H 4.191 6.650 1.229 -0.04 -0.08 0.17
H 6.666 3.713 1.269 -0.05 -0.03 0.05
H 6.366 2.176 2.121 -0.05 0.20 -0.30
H 5.972 3.680 2.912 0.05 0.20 -0.10
O 4.074 -2.940 5.005 0.09 -1.16 -1.81
C 3.977 -3.315 3.837 0.17 0.90 1.26
O 4.504 -4.498 3.452 -0.26 0.30 0.41
C 4.281 -5.112 2.169 0.05 -0.15 -0.51
C 5.266 -4.590 1.141 0.09 0.27 0.03
C 3.360 -2.424 2.799 -0.75 -0.09 -0.09
H 3.240 -4.999 1.853 0.12 0.19 0.09
H 4.445 -6.186 2.308 0.06 0.28 0.31
H 5.145 -3.516 0.978 -0.09 -0.12 -0.09
H 5.132 -5.103 0.185 -0.01 0.05 0.11
H 6.294 -4.745 1.484 -0.16 -0.14 -0.02
H 4.114 -1.727 2.428 -0.07 -0.05 -0.02
H 2.546 -1.861 3.266 0.37 0.02 0.01
H 2.915 -2.964 1.965 0.24 0.07 -0.10
O -2.048 -4.989 0.231 -1.27 1.91 -0.42
C -2.778 -4.078 -0.159 0.92 -1.33 0.71
O -2.871 -2.928 0.544 0.50 -0.27 0.09
C -3.538 -1.739 0.080 -0.21 0.07 -0.06
C -5.021 -1.794 0.394 -0.15 -0.16 0.04
C -3.650 -4.264 -1.365 0.23 0.15 -0.74
H -3.338 -1.563 -0.981 -0.04 -0.12 0.11
H -3.088 -0.901 0.622 0.13 -0.37 -0.04
H -5.510 -2.626 -0.119 0.03 0.13 -0.06
H -5.512 -0.864 0.094 0.05 -0.08 -0.02
H -5.178 -1.946 1.466 0.09 0.09 -0.10
H -4.573 -4.766 -1.069 0.06 0.05 -0.01
H -3.114 -4.887 -2.088 -0.15 -0.06 0.32
H -3.886 -3.335 -1.883 -0.17 0.00 0.15
O 5.974 -7.743 3.487 0.50 -0.24 2.19
C 6.042 -7.637 4.711 -0.61 0.06 -1.50
O 6.780 -8.510 5.432 0.49 -0.16 -0.41
C 7.080 -8.362 6.833 -0.21 -0.01 0.05
C 5.967 -8.936 7.687 -0.25 -0.01 -0.03
C 5.232 -6.601 5.433 0.47 0.57 0.12
H 7.309 -7.321 7.080 -0.16 -0.07 -0.09
H 7.999 -8.930 7.013 -0.15 0.06 -0.33
H 5.025 -8.405 7.531 0.14 0.03 0.07
H 6.227 -8.877 8.748 0.00 -0.01 -0.09
H 5.787 -9.984 7.427 0.14 0.12 0.05
H 4.225 -6.986 5.604 0.05 0.02 -0.01
H 5.176 -5.706 4.806 -0.15 -0.49 0.21
H 5.670 -6.282 6.378 -0.13 -0.20 0.12
```
Positions in Å, forces in eV/Å.

Properties
Spin multiplicity = 1
LUMO level = 2.047 eV
E_HOMO = -1.85 eV
HOMO-LUMO gap = 3.901 eV
Charge = -1